Arrangement one

This record from the OMol25 dataset describes 2 unconnected molecules or ions with the total composition C3H9NO3. The level of theory is the ωB97M-V functional and the def2-TZVPD basis.

Computed properties:
Structure (SMILES) = NCCOC=O.O
Orbital gap = 10.6 eV
HOMO energy = -9.89 eV

Geometry as ORCA input:
```
! RIJCOSX wB97M-V def2-TZVPD def2/J DEFGRID3
* xyz 0 1
O -1.55 -2.03 2.80
O -1.02 -0.23 1.40
C -1.71 -0.86 2.44
N 0.12 0.44 -1.26
C -0.02 -0.95 0.70
C 0.88 -0.01 -0.09
H -2.54 -0.25 2.85
H -0.47 1.24 -1.00
H -0.51 -0.24 -1.69
H -0.47 -1.77 0.11
H 0.68 -1.40 1.43
H 1.34 0.74 0.58
H 1.70 -0.64 -0.50
O 1.42 1.89 -2.90
H 0.89 1.28 -2.33
H 1.25 2.79 -2.53
*
```

=====

Arrangement two

This record from the OMol25 dataset describes 2 unconnected molecules or ions with the total composition C3H9NO3. The level of theory is the ωB97M-V functional and the def2-TZVPD basis.

Computed properties:
Structure (SMILES) = CC(=O)O.NCO
Orbital gap = 10.6 eV
HOMO energy = -9.99 eV

Geometry as ORCA input:
```
! RIJCOSX wB97M-V def2-TZVPD def2/J DEFGRID3
* xyz 0 1
N -0.61 2.65 -0.88
C 0.18 2.05 0.15
O -0.62 1.25 1.02
H -1.15 1.94 -1.35
H -1.28 3.30 -0.48
H 0.95 1.43 -0.32
H 0.68 2.84 0.72
H -0.04 0.66 1.51
O 0.30 -3.65 0.46
C 0.26 -2.46 0.34
O 0.19 -1.63 1.40
C 0.25 -1.71 -0.96
H 0.16 -2.17 2.20
H 1.10 -1.04 -1.01
H -0.65 -1.08 -1.01
H 0.28 -2.38 -1.80
*
```

=====

Arrangement three

This record from the OMol25 dataset describes 2 unconnected molecules or ions with the total composition C3H9NO3. The level of theory is the ωB97M-V functional and the def2-TZVPD basis.

Computed properties:
Structure (SMILES) = CCNC(=O)O.O
Orbital gap = 10.8 eV
HOMO energy = -10.14 eV

Geometry as ORCA input:
```
! RIJCOSX wB97M-V def2-TZVPD def2/J DEFGRID3
* xyz 0 1
C -0.12 -1.22 -0.63
N 0.93 -0.61 0.15
C 0.85 0.58 0.79
O 1.90 0.71 1.64
O 0.04 1.47 0.63
C 0.21 -1.34 -2.12
H -0.28 -2.21 -0.27
H -1.04 -0.66 -0.53
H 1.88 -0.91 0.07
H 1.83 1.62 1.98
H -0.45 -2.13 -2.48
H 1.20 -1.79 -2.27
H -0.03 -0.43 -2.64
H -3.02 2.01 2.01
H -1.57 2.25 1.60
O -2.31 2.66 2.05
*
```

=====

Most stable structure among those shown: arrangement three.